ORCA calculation (the ωB97M-V functional and the def2-TZVPD basis) on the ion C4H8N3O2 with charge +1 at a distorted geometry.

Results
Energy relative to the best compared isomer or geometry (same formula, charge and spin) in eV: 5.161
Orbital gap in eV: 9.3
Electronic energy in a.u.: -471.57135
Net charge: +1
2S+1: 1

Positions of all 17 atoms, in Å:
C: 0.322 0.382 0.694
C: -0.491 -1.206 -0.838
C: 0.353 -1.932 0.228
C: -0.758 1.318 -1.262
N: -0.351 0.263 -0.402
N: 0.712 -0.758 1.196
N: 0.626 1.637 1.415
O: 0.393 2.620 0.774
O: 1.036 1.494 2.546
H: -0.193 -1.165 -1.909
H: -1.554 -1.582 -0.694
H: -0.254 -2.641 0.720
H: 1.414 -2.257 0.030
H: -1.022 0.818 -2.159
H: -1.586 1.997 -0.935
H: 0.009 1.977 -1.390
H: 1.343 -0.963 1.988

ORCA calculation (the ωB97M-V functional and the def2-TZVPD basis) on a cluster of 2 separate species, C5H14O in total at a distorted geometry.

Results
Energy relative to the best compared isomer or geometry (same formula, charge and spin) in eV: 0.735
Orbital gap in eV: 11.7
Electronic energy in a.u.: -274.11506
2S+1: 1

Positions of all 20 atoms, in Å:
C: 1.288 -0.664 1.056
C: 1.186 0.773 0.543
C: 1.096 0.820 -0.981
C: 1.073 2.330 -1.419
C: -0.200 0.141 -1.477
H: 0.341 -1.041 1.435
H: 1.692 -1.342 0.299
H: 1.998 -0.752 1.884
H: 0.243 1.172 0.908
H: 2.064 1.347 0.836
H: 1.909 0.359 -1.545
H: 0.419 2.381 -2.296
H: 1.993 2.576 -1.943
H: 0.584 2.910 -0.643
H: -0.088 -0.932 -1.299
H: -0.305 0.336 -2.541
H: -1.070 0.424 -0.885
H: -4.299 -4.074 3.152
H: -4.958 -3.351 1.978
O: -4.967 -3.414 2.937

ORCA calculation (the ωB97M-V functional and the def2-TZVPD basis) on an isolated molecule of C11H25B2NO3 at a distorted geometry.

Results
Orbital gap in eV: 9.5
Electronic energy in a.u.: -764.47653
2S+1: 1

Positions of all 42 atoms, in Å:
C: 2.884 1.350 2.145
C: 2.642 0.105 1.322
C: 3.550 -1.075 1.563
N: 1.696 0.105 0.479
B: 1.628 -0.625 -0.759
C: 2.789 -0.591 -1.829
B: 3.482 0.805 -1.986
O: 4.843 0.975 -1.720
O: 2.794 1.914 -2.379
O: 0.477 -1.335 -1.060
C: -0.751 -0.607 -1.003
C: -1.718 -1.218 0.005
C: -1.859 -2.712 -0.300
C: -3.092 -0.554 -0.147
C: -3.224 0.813 0.576
C: -3.225 1.939 -0.462
C: -4.533 0.874 1.361
H: 3.399 2.050 1.488
H: 1.917 1.791 2.367
H: 3.463 1.176 3.044
H: 2.977 -1.968 1.792
H: 4.215 -0.870 2.397
H: 4.189 -1.264 0.701
H: 2.345 -0.861 -2.789
H: 3.519 -1.375 -1.621
H: 5.072 0.428 -0.971
H: 3.293 2.683 -2.102
H: -0.551 0.431 -0.739
H: -1.234 -0.639 -1.980
H: -1.363 -1.061 1.023
H: -2.192 -2.841 -1.327
H: -0.928 -3.248 -0.144
H: -2.595 -3.150 0.373
H: -3.870 -1.232 0.200
H: -3.290 -0.388 -1.208
H: -2.372 0.918 1.246
H: -3.381 2.917 -0.013
H: -2.318 1.932 -1.062
H: -4.057 1.759 -1.143
H: -5.334 0.411 0.787
H: -4.467 0.338 2.306
H: -4.825 1.901 1.572

ORCA calculation (the ωB97M-V functional and the def2-TZVPD basis) on an isolated molecule of C3H6FNO2 at a distorted geometry.

Results
Energy relative to the best compared isomer or geometry (same formula, charge and spin) in eV: 5.655
Orbital gap in eV: 10.6
Electronic energy in a.u.: -422.82442
2S+1: 1

Positions of all 13 atoms, in Å:
C: -0.546 -0.832 -1.612
C: 0.279 1.100 1.014
C: 0.629 -0.262 1.620
H: -0.963 -0.270 -2.346
H: -0.297 -1.954 -1.853
H: -1.453 -0.480 -0.710
H: -0.167 1.750 -1.086
H: 0.007 -0.984 0.694
H: -0.028 -0.359 2.701
N: 0.100 0.951 -0.432
O: 0.501 -0.198 -1.022
O: -0.001 2.101 1.517
F: 1.940 -0.564 1.515

Q: Among the records above, which one has the highest orbital gap?
A: C5H14O

Q: Which value of 2S+1 does entry 2 give?
A: 1